Version i
# C5H8ClN3O

A cluster of 2 separate species, C5H8ClN3O in total (ωB97M-V/def2-TZVPD, the OMol25 dataset).

Values from the calculation:
spin multiplicity	1
total charge	0
highest occupied orbital energy (alpha / beta)	-7.57 / -7.57	eV

The geometry in XYZ format:
```
18
Properties=species:S:1:pos:R:3:lowdin_charge:R:1
C 2.223 1.113 -1.660 -0.115
C 1.704 2.342 -1.776 -0.206
C 1.662 -0.081 -1.285 -0.702
C -0.621 -0.686 -0.826 0.001
C -1.736 -1.079 -0.011 -0.045
N 0.439 -0.210 -0.908 0.074
N 0.393 2.621 -1.703 -0.119
N -1.746 -1.861 3.217 -0.004
O -0.005 3.791 -1.768 -0.080
Cl 2.527 -1.620 -1.049 0.619
H 3.369 1.126 -1.840 0.146
H 2.449 3.117 -1.923 0.104
H -2.650 -1.105 -0.526 0.058
H -1.821 -0.312 0.753 0.083
H -1.543 -2.055 0.628 0.129
H -0.765 -1.552 3.025 0.034
H -1.679 -2.494 4.004 0.007
H -2.199 -1.056 3.648 0.015
```

---

Version ii
# C5H8ClN3O

A cluster of 2 separate species, C5H8ClN3O in total (ωB97M-V/def2-TZVPD, the OMol25 dataset).

Values from the calculation:
spin multiplicity	1
total charge	0
highest occupied orbital energy (alpha / beta)	-7.72 / -7.71	eV

The geometry in XYZ format:
```
18
Properties=species:S:1:pos:R:3:lowdin_charge:R:1
C 1.290 0.329 -2.124 -0.063
C 0.231 -0.566 -1.803 -0.138
C 1.384 1.693 -1.872 -0.670
C -0.551 2.582 -0.768 0.060
C -1.877 2.679 -0.134 0.025
N 0.398 2.437 -1.405 0.120
N -0.839 -0.076 -1.112 -0.152
N 0.834 -2.713 1.034 0.047
O -1.826 -0.741 -0.688 -0.126
Cl 2.842 2.572 -2.446 0.585
H 2.115 -0.179 -2.439 0.071
H 0.380 -1.577 -1.931 0.069
H -2.457 1.857 -0.273 0.049
H -2.241 3.413 -0.776 0.075
H -1.862 2.996 0.912 0.109
H 0.226 -2.179 0.410 -0.015
H 0.300 -3.010 1.724 -0.074
H 1.369 -3.485 0.613 0.028
```

---

Which one sits at the bottom of the stability order? version ii does.

---

Version i
# C25H33N3O3

The molecule C25H33N3O3 (ωB97M-V/def2-TZVPD, the OMol25 dataset).

Values from the calculation:
SMILES	COc1cc(CN2CCN(Cc3cn(C)c4ccccc34)C[C@H]2CCO)cc(OC)c1
spin multiplicity	1
total charge	0
highest occupied orbital energy	-7.88	eV

The geometry in XYZ format:
```
64
Properties=species:S:1:pos:R:3:lowdin_charge:R:1
C 5.306 1.812 0.665 -0.092
O 4.877 0.737 -0.132 -0.080
C 3.675 0.838 -0.772 -0.261
C 2.818 1.930 -0.678 -0.001
C 1.606 1.925 -1.359 -0.192
C 0.634 3.066 -1.159 -0.134
N -0.288 2.891 -0.032 -0.094
C 0.445 2.930 1.226 -0.176
C -0.485 2.835 2.438 -0.171
N -1.321 1.653 2.403 -0.147
C -0.584 0.427 2.726 -0.132
C -1.323 -0.812 2.347 -0.167
C -2.486 -1.287 2.885 -0.008
N -2.887 -2.425 2.245 -0.102
C -4.057 -3.197 2.547 -0.024
C -1.975 -2.715 1.270 -0.178
C -1.936 -3.763 0.356 -0.010
C -0.875 -3.809 -0.522 -0.082
C 0.136 -2.844 -0.493 -0.089
C 0.104 -1.802 0.407 -0.038
C -0.966 -1.719 1.303 -0.127
C -2.034 1.656 1.147 -0.139
C -1.149 1.708 -0.113 -0.286
C -2.070 1.749 -1.340 -0.119
C -2.779 0.418 -1.621 -0.243
O -1.899 -0.620 -1.980 -0.074
C 1.267 0.846 -2.165 0.016
C 2.129 -0.242 -2.275 -0.272
O 1.894 -1.340 -3.044 -0.094
C 0.763 -1.345 -3.889 -0.074
C 3.322 -0.248 -1.562 0.069
H 5.423 2.729 0.078 0.095
H 6.276 1.516 1.063 0.093
H 4.619 2.000 1.497 0.094
H 3.084 2.794 -0.090 0.103
H 1.185 3.989 -0.961 0.124
H 0.045 3.224 -2.063 0.113
H 0.984 3.881 1.267 0.124
H 1.188 2.117 1.285 0.104
H 0.107 2.834 3.356 0.121
H -1.150 3.704 2.452 0.121
H 0.403 0.392 2.242 0.111
H -0.422 0.450 3.811 0.127
H -3.067 -0.876 3.689 0.134
H -3.783 -4.211 2.851 0.096
H -4.712 -3.262 1.674 0.095
H -4.602 -2.722 3.361 0.090
H -2.709 -4.516 0.337 0.106
H -0.816 -4.609 -1.244 0.102
H 0.957 -2.920 -1.190 0.100
H 0.902 -1.072 0.422 0.109
H -2.672 0.773 1.113 0.108
H -2.673 2.544 1.151 0.133
H -0.533 0.792 -0.153 0.126
H -2.822 2.526 -1.194 0.123
H -1.503 2.001 -2.234 0.095
H -3.397 0.115 -0.766 0.112
H -3.439 0.547 -2.484 0.120
H -1.374 -0.873 -1.208 0.045
H 0.336 0.855 -2.704 0.100
H -0.173 -1.290 -3.326 0.070
H 0.807 -0.523 -4.610 0.100
H 0.807 -2.293 -4.424 0.095
H 3.987 -1.092 -1.636 0.131
```

---

Version ii
# C25H33N3O3

The molecule C25H33N3O3 (ωB97M-V/def2-TZVPD, the OMol25 dataset).

Values from the calculation:
SMILES	CCCCOc1ccc(C(=O)NCC(=O)NC2CCN(Cc3ccccc3)CC2)cc1
spin multiplicity	1
total charge	0
highest occupied orbital energy	-8.29	eV

The geometry in XYZ format:
```
64
Properties=species:S:1:pos:R:3:lowdin_charge:R:1
C 0.801 -8.678 -4.285 -0.110
C -0.242 -9.040 -3.233 -0.259
C -0.619 -7.866 -2.331 -0.187
C -1.431 -6.794 -3.062 -0.197
O -1.841 -5.751 -2.199 -0.034
C -0.962 -4.792 -1.825 -0.259
C -1.446 -3.859 -0.902 0.014
C -0.647 -2.831 -0.462 -0.006
C 0.656 -2.685 -0.940 -0.146
C 1.473 -1.562 -0.420 -0.440
O 1.277 -1.063 0.681 0.044
N 2.458 -1.126 -1.240 0.082
C 3.362 -0.058 -0.870 -0.073
C 2.727 1.332 -1.069 -0.477
O 3.087 2.092 -1.944 0.054
N 1.756 1.579 -0.181 0.107
C 0.966 2.792 -0.170 -0.311
C -0.522 2.470 -0.312 -0.117
C -1.337 3.769 -0.230 -0.184
N -1.108 4.530 0.978 -0.176
C -1.736 3.982 2.169 -0.157
C -1.759 5.005 3.274 -0.228
C -2.162 6.307 2.999 -0.042
C -2.191 7.258 4.002 -0.083
C -1.824 6.918 5.294 -0.098
C -1.423 5.624 5.575 -0.089
C -1.388 4.674 4.569 -0.047
C 0.302 4.823 1.143 -0.172
C 1.199 3.577 1.123 -0.112
C 1.139 -3.618 -1.850 -0.024
C 0.347 -4.663 -2.287 -0.010
H 1.091 -9.563 -4.845 0.069
H 1.691 -8.267 -3.814 0.074
H 0.413 -7.948 -4.991 0.065
H 0.156 -9.840 -2.606 0.106
H -1.140 -9.421 -3.725 0.107
H -1.223 -8.228 -1.496 0.119
H 0.286 -7.420 -1.912 0.108
H -2.365 -7.229 -3.429 0.134
H -0.881 -6.389 -3.918 0.115
H -2.458 -3.973 -0.546 0.121
H -1.015 -2.118 0.259 0.120
H 2.463 -1.422 -2.202 0.138
H 3.621 -0.182 0.185 0.130
H 4.261 -0.126 -1.484 0.127
H 1.503 0.840 0.472 0.112
H 1.302 3.388 -1.026 0.151
H -0.710 1.975 -1.266 0.119
H -0.822 1.789 0.488 0.114
H -2.404 3.549 -0.309 0.118
H -1.060 4.412 -1.074 0.124
H -1.256 3.060 2.535 0.114
H -2.770 3.731 1.904 0.132
H -2.438 6.562 1.988 0.114
H -2.503 8.268 3.777 0.100
H -1.848 7.661 6.078 0.098
H -1.133 5.354 6.580 0.100
H -1.070 3.665 4.795 0.109
H 0.433 5.366 2.082 0.120
H 0.595 5.484 0.322 0.127
H 2.245 3.876 1.194 0.120
H 0.971 2.937 1.979 0.113
H 2.158 -3.561 -2.205 0.113
H 0.764 -5.370 -2.986 0.104
```

---

Which one sits at the bottom of the stability order? version i does.

---

Version i
# C3H4ClO2S

A cluster of 2 separate species, C3H4ClO2S in total (ωB97M-V/def2-TZVPD, the OMol25 dataset).

Values from the calculation:
spin multiplicity	1
total charge	-1
highest occupied orbital energy	-3.45	eV

The geometry in XYZ format:
```
11
Properties=species:S:1:pos:R:3:lowdin_charge:R:1
C -0.291 -3.160 -0.024 -0.525
C 0.456 0.529 -0.376 -0.191
C 1.025 -0.741 0.178 -0.827
O -0.944 -2.920 -0.938 0.186
O 0.332 -3.483 0.879 0.164
S 2.383 -1.452 -0.285 0.518
Cl 3.813 0.662 0.085 -0.431
H 0.217 0.554 -1.499 0.096
H -0.309 0.828 0.219 0.014
H 1.342 1.155 -0.337 -0.009
H 0.863 -0.836 1.191 0.004
```

---

Version ii
# C3H4ClO2S

A cluster of 2 separate species, C3H4ClO2S in total (ωB97M-V/def2-TZVPD, the OMol25 dataset).

Values from the calculation:
spin multiplicity	1
total charge	-1
highest occupied orbital energy	-4.85	eV

The geometry in XYZ format:
```
11
Properties=species:S:1:pos:R:3:lowdin_charge:R:1
C 2.342 0.950 -0.396 -0.782
C 1.189 0.452 1.890 -0.053
C 1.813 0.011 0.773 -0.755
O 1.622 0.810 -1.346 -0.072
O 3.448 1.528 -0.303 -0.049
S -1.084 -0.441 -1.337 0.387
Cl 1.958 -1.615 0.490 0.703
H 1.158 1.507 2.148 0.053
H 0.678 -0.267 2.527 0.038
H -1.170 0.894 -1.222 -0.220
H 0.181 -0.006 -1.051 -0.249
```

---

Which one sits at the bottom of the stability order? version ii does.

---

Version i
# C2H4O3P

A cluster of 2 separate species, C2H4O3P in total (ωB97M-V/def2-TZVPD, the OMol25 dataset).

Values from the calculation:
spin multiplicity	1
total charge	-1
highest occupied orbital energy (alpha / beta)	-4.25 / -2.28	eV

The geometry in XYZ format:
```
10
Properties=species:S:1:pos:R:3:lowdin_charge:R:1
C 0.974 0.171 -1.111 -0.268
C 0.434 1.541 -0.763 -0.119
O -2.119 -2.252 0.662 -0.523
O 1.699 -0.058 -2.050 -0.022
O -0.019 -2.710 2.025 -0.522
P -0.840 -1.760 1.235 0.341
H 1.247 2.125 -0.326 0.067
H -0.366 1.455 -0.036 0.041
H 0.075 2.062 -1.653 0.064
H -1.084 -0.573 2.016 -0.059
```

---

Version ii
# C2H4O3P

The ion C2H4O3P with charge -1 (ωB97M-V/def2-TZVPD, the OMol25 dataset).

Values from the calculation:
SMILES	C[C@]1(O)OP1[O-]
spin multiplicity	1
total charge	-1
highest occupied orbital energy	-3.04	eV

The geometry in XYZ format:
```
10
Properties=species:S:1:pos:R:3:lowdin_charge:R:1
C 0.748 0.818 0.023 -0.108
C 0.026 -0.481 -0.156 -0.736
O 0.426 -0.898 -1.491 -0.110
O -1.384 -0.345 -0.113 -0.375
P -1.060 -1.303 1.247 0.618
O -1.091 -0.383 2.420 -0.582
H 1.895 0.842 -0.206 0.093
H 0.556 1.251 1.036 0.064
H 0.292 1.445 -0.761 0.063
H -0.407 -0.945 -2.000 0.072
```

---

Which one sits at the bottom of the stability order? version i does.